(1)
Below is a molecular structure, C6H7NO3 in a non-equilibrium geometry, with properties calculated with the ωB97M-V functional and the def2-TZVPD basis.

**Energy relative to the best compared isomer or geometry (same formula, charge and spin)**: 148.21 kcal/mol
**E_LUMO**: 0.4 eV

Atoms and positions in Å:
O1 1.854 3.119 0.990
C1 1.214 2.128 0.267
C2 2.056 0.861 0.021
O2 3.244 0.720 0.110
N1 0.764 -0.027 0.882
C3 0.578 0.591 2.202
C4 0.123 1.334 1.010
C5 -1.267 1.522 0.683
C6 -2.416 1.606 0.312
H1 1.698 3.976 0.582
H2 0.816 2.452 -0.707
H3 -0.192 0.132 2.822
H4 1.474 0.925 2.729
H5 -3.370 1.700 -0.177
H6 0.515 -0.779 -0.563
O3 1.279 -0.420 -1.552
H7 0.619 0.177 -1.960

Results of the Löwdin charge analysis, in e, for atoms 1 through 6: O 0.048; C -0.262; C -0.246; O 0.148; N 0.014; C -0.049

(2)
Below is a single C6H7NS molecule in a non-equilibrium geometry, with properties calculated with the ωB97M-V functional and the def2-TZVPD basis.

**Structure (SMILES)**: N#CC1(S)CC=CC1
**Energy relative to the best compared isomer or geometry (same formula, charge and spin)**: 25.16 kcal/mol
**E_LUMO**: 0.7 eV

Atoms and positions in Å:
N1 1.247 2.377 0.039
C1 0.763 1.329 0.015
C2 0.209 -0.010 -0.027
S1 1.622 -1.209 -0.086
C3 -0.776 -0.097 -1.221
C4 -2.165 -0.067 -0.620
C5 -2.113 -0.156 0.678
C6 -0.721 -0.254 1.202
H1 2.381 -0.512 0.771
H2 -0.537 0.704 -1.941
H3 -0.696 -1.080 -1.716
H4 -3.044 -0.135 -1.234
H5 -2.944 -0.070 1.378
H6 -0.532 -1.198 1.747
H7 -0.482 0.529 1.935

Results of the Löwdin charge analysis, in e, for atoms 1 through 6: N 0.176; C -0.276; C -0.735; S 0.794; C -0.164; C -0.084

(3)
Below is a single C6H7NS molecule in a non-equilibrium geometry, with properties calculated with the ωB97M-V functional and the def2-TZVPD basis.

**Energy relative to the best compared isomer or geometry (same formula, charge and spin)**: 135.59 kcal/mol
**E_LUMO (alpha / beta)**: -1.4 / -1.4 eV

Atoms and positions in Å:
C1 1.046 1.124 2.434
C2 0.784 0.596 1.362
C3 -2.469 0.239 -0.342
C4 -0.493 -1.268 0.485
C5 0.426 -0.056 0.200
C6 0.707 0.454 -1.151
N1 -1.829 1.121 0.204
S1 -1.956 -1.431 -0.633
H1 1.433 1.290 3.386
H2 -3.422 0.280 -0.751
H3 0.234 -2.116 0.320
H4 -0.967 -1.357 1.463
H5 1.735 0.307 -1.250
H6 0.535 1.518 -1.350
H7 0.349 -0.129 -1.957

Results of the Löwdin charge analysis, in e, for atoms 1 through 6: C 0.174; C -0.137; C -0.669; C -0.434; C -0.280; C -0.067

Question: Which of these has the highest energy relative to the best compared isomer or geometry (same formula, charge and spin)?
Answer: C6H7NO3

Question: Look up the energy relative to the best compared isomer or geometry (same formula, charge and spin) of the second one.
Answer: 25.16 kcal/mol